# 1
Formula: C40H39Cl5Ge2N4Ru
Source: the Open Molecules 2025 dataset
Level of theory: the ωB97M-V functional and the def2-TZVPD basis

Computed properties:
net charge	+2
2S+1	5
expectation value of S²	6.07
molecular weight	999.34	Da
LUMO level (alpha / beta)	-5.51 / -7.56	eV
HOMO-LUMO gap (alpha / beta)	6.345 / 6.226	eV
HOMO level (alpha / beta)	-11.9 / -13.8	eV

Last column: Mulliken spin population.
Geometry (Å):
Ru1 1.042 0.175 0.749  1.549
C1 1.698 3.095 0.840  0.032
C2 2.166 3.190 -0.591  -0.005
C3 2.685 1.947 -1.267  0.025
C4 3.509 2.168 -2.367  -0.007
C5 4.049 1.115 -3.073  0.012
C6 3.758 -0.171 -2.646  -0.003
C7 2.940 -0.327 -1.553  0.046
N1 2.389 0.695 -0.864  -0.093
N2 0.570 2.175 1.163  -0.228
C8 -0.743 2.666 0.636  0.115
C9 -0.887 2.813 -0.855  -0.111
C10 -1.646 3.864 -1.351  0.005
C11 -1.740 4.030 -2.723  -0.001
C12 -1.048 3.156 -3.546  0.004
C13 -0.332 2.127 -2.956  -0.011
N3 -0.272 1.935 -1.640  0.051
C14 0.423 2.210 2.647  0.083
C15 -0.178 0.957 3.198  0.081
C16 -0.673 0.987 4.528  0.338
C17 -0.871 -0.223 5.194  -0.013
C18 -0.745 -1.387 4.498  0.309
C19 -0.537 -1.407 3.025  0.007
N4 -0.066 -0.127 2.478  0.199
H1 1.426 4.098 1.186  0.002
H2 2.533 2.758 1.444  -0.012
H3 3.002 3.894 -0.556  0.002
H4 1.432 3.662 -1.244  0.001
H5 3.724 3.189 -2.653  0.001
H6 4.692 1.291 -3.925  0.000
H7 4.156 -1.044 -3.143  0.001
H8 2.707 -1.320 -1.208  0.009
H9 -0.916 3.647 1.088  0.009
H10 -1.514 1.995 1.019  0.004
H11 -2.139 4.550 -0.674  0.001
H12 -2.322 4.841 -3.140  0.000
H13 -1.059 3.264 -4.622  0.000
H14 0.223 1.428 -3.567  0.002
H15 -0.148 3.089 2.955  -0.013
H16 1.417 2.293 3.088  0.026
H17 -0.774 1.940 5.027  0.003
H18 -1.090 -0.238 6.253  0.008
H19 -0.839 -2.344 4.993  -0.009
H20 0.214 -2.164 2.789  0.033
Cl1 1.584 -2.273 0.639  0.022
C20 2.966 -1.690 1.565  -0.040
C21 2.845 -0.351 1.867  0.088
C22 3.881 0.149 2.653  0.121
Cl2 3.872 1.786 3.228  0.003
C23 4.958 -0.653 3.050  0.006
Cl3 6.215 -0.003 4.013  0.003
C24 5.022 -2.000 2.673  0.011
Cl4 6.334 -2.982 3.150  0.003
C25 3.991 -2.547 1.914  -0.015
Cl5 3.974 -4.185 1.431  0.000
C26 0.759 -3.584 -2.373  0.002
Ge1 -0.549 -2.148 -2.649  0.044
C27 0.131 -1.081 -4.139  -0.001
C28 -2.277 -2.911 -3.175  0.012
Ge2 -1.129 -0.923 -0.551  0.089
C29 -2.681 0.235 -0.786  0.045
C30 -3.061 0.509 -2.102  0.004
C31 -4.220 1.218 -2.383  -0.009
C32 -5.021 1.674 -1.346  0.020
C33 -4.664 1.404 -0.031  -0.006
C34 -3.512 0.681 0.243  0.008
C35 -1.543 -2.219 0.857  0.305
C36 -1.861 -1.842 2.281  0.090
C37 -2.555 -2.934 3.045  0.338
C38 -2.596 -4.214 2.606  -0.078
C39 -2.064 -4.556 1.345  0.430
C40 -1.603 -3.532 0.488  -0.020
H21 0.700 -4.227 -3.254  0.001
H22 0.576 -4.202 -1.496  0.000
H23 1.776 -3.198 -2.313  0.000
H24 0.341 -1.782 -4.949  -0.001
H25 1.060 -0.570 -3.893  0.002
H26 -0.598 -0.359 -4.503  0.000
H27 -2.112 -3.480 -4.092  0.003
H28 -3.015 -2.137 -3.379  0.000
H29 -2.688 -3.583 -2.424  -0.001
H30 -2.451 0.168 -2.930  0.002
H31 -4.498 1.409 -3.412  0.000
H32 -5.927 2.225 -1.560  0.000
H33 -5.295 1.739 0.782  0.000
H34 -3.277 0.472 1.281  0.007
H35 -2.494 -0.946 2.321  0.051
H36 -3.026 -2.666 3.982  -0.001
H37 -3.076 -4.975 3.208  0.004
H38 -2.082 -5.580 1.000  0.012
H39 -1.327 -3.828 -0.516  -0.002

# 2
Formula: C40H39F3N6O4SbZr
Source: the Open Molecules 2025 dataset
Level of theory: the ωB97M-V functional and the def2-TZVPD basis

Computed properties:
net charge	+3
molecular weight	937.77	Da
LUMO level	-9.53	eV
HOMO-LUMO gap	6.794	eV
HOMO level	-16.3	eV

Last column: Löwdin charge in e.
Geometry (Å):
Zr1 0.022 0.239 0.075  1.742
C1 1.626 -0.916 4.121  0.034
C2 0.803 -0.632 2.918  -0.243
N1 1.206 -0.719 1.698  -0.053
C3 2.532 -1.229 1.307  -0.136
C4 2.677 -1.097 -0.213  -0.162
N2 1.385 -1.483 -0.837  -0.171
C5 1.369 -1.567 -2.331  -0.129
C6 0.060 -1.003 -2.874  -0.158
N3 -0.098 0.329 -2.251  -0.170
C7 -1.237 1.195 -2.652  -0.137
C8 -2.477 0.935 -1.815  -0.151
N4 -2.109 0.851 -0.388  -0.051
C9 -2.923 1.110 0.578  -0.241
C10 -4.288 1.692 0.461  0.025
C11 -2.412 0.776 1.939  -0.191
C12 -3.067 1.064 3.128  0.066
C13 -2.442 0.737 4.324  0.041
C14 -1.181 0.154 4.313  0.067
C15 -0.585 -0.109 3.090  -0.200
N5 -1.220 0.173 1.947  -0.041
H1 1.897 0.037 4.589  0.132
H2 2.540 -1.451 3.883  0.099
H3 1.059 -1.492 4.851  0.091
H4 2.613 -2.278 1.607  0.134
H5 3.328 -0.677 1.806  0.146
H6 3.509 -1.710 -0.562  0.148
H7 2.896 -0.064 -0.496  0.119
H8 1.157 -2.419 -0.503  0.054
H9 1.497 -2.602 -2.647  0.137
H10 2.213 -0.995 -2.722  0.141
H11 -0.784 -1.640 -2.612  0.092
H12 0.104 -0.933 -3.963  0.147
H13 0.742 0.855 -2.486  0.121
H14 -1.471 1.085 -3.712  0.146
H15 -0.906 2.223 -2.496  0.135
H16 -2.930 -0.021 -2.090  0.121
H17 -3.206 1.718 -2.012  0.133
H18 -5.006 1.077 1.007  0.113
H19 -4.630 1.790 -0.564  0.090
H20 -4.293 2.683 0.923  0.125
H21 -4.035 1.545 3.132  0.136
H22 -2.928 0.953 5.266  0.142
H23 -0.677 -0.074 5.242  0.139
F1 1.057 -6.844 -3.270  0.125
C16 0.483 -5.949 -2.481  -0.264
C17 -0.678 -5.324 -2.904  0.031
C18 -1.265 -4.380 -2.076  -0.126
C19 -0.707 -4.071 -0.834  -0.399
C20 0.458 -4.728 -0.433  -0.131
C21 1.061 -5.672 -1.252  0.026
Sb1 -1.594 -2.495 0.273  1.585
C22 -3.628 -2.862 -0.125  -0.398
C23 -4.078 -4.173 0.062  -0.111
C24 -5.403 -4.501 -0.165  0.039
C25 -6.273 -3.505 -0.582  -0.258
F2 -7.541 -3.811 -0.804  0.127
C26 -5.859 -2.198 -0.777  0.023
C27 -4.528 -1.886 -0.544  -0.124
C28 -1.539 -3.089 2.309  -0.367
C29 -2.739 -3.075 3.021  -0.108
C30 -2.768 -3.371 4.375  0.029
C31 -1.580 -3.689 5.011  -0.265
F3 -1.595 -3.970 6.308  0.119
C32 -0.372 -3.723 4.334  0.006
C33 -0.360 -3.408 2.982  -0.138
H24 -1.112 -5.594 -3.858  0.139
H25 -2.190 -3.913 -2.398  0.106
H26 0.895 -4.553 0.541  0.090
H27 1.949 -6.209 -0.948  0.137
H28 -3.397 -4.950 0.388  0.118
H29 -5.771 -5.509 -0.027  0.141
H30 -6.575 -1.457 -1.108  0.133
H31 -4.208 -0.864 -0.696  0.057
H32 -3.676 -2.861 2.516  0.100
H33 -3.695 -3.387 4.935  0.138
H34 0.528 -4.011 4.863  0.138
H35 0.592 -3.433 2.466  0.085
O1 0.254 2.064 1.215  -0.100
C34 0.865 2.668 0.263  -0.502
O2 1.285 1.888 -0.670  -0.121
C35 0.987 4.115 0.208  -0.140
C36 1.643 4.714 -0.872  0.028
C37 1.752 6.090 -0.926  0.044
C38 1.206 6.830 0.107  -0.089
C39 0.563 6.263 1.194  0.041
C40 0.453 4.887 1.244  0.024
N6 1.316 8.314 0.050  -0.341
O3 1.808 8.779 -0.949  0.125
O4 0.853 8.925 0.983  0.121
H36 2.070 4.102 -1.654  0.128
H37 2.248 6.598 -1.740  0.137
H38 0.171 6.902 1.972  0.135
H39 -0.036 4.407 2.080  0.125

# 3
Formula: C40H39N2O7PS5SbY
Source: the Open Molecules 2025 dataset
Level of theory: the ωB97M-V functional and the def2-TZVPD basis

Computed properties:
net charge	-2
molecular weight	1061.73	Da
LUMO level	3.77	eV
HOMO-LUMO gap	5.768	eV
HOMO level	-2.0	eV

Last column: Löwdin charge in e.
Geometry (Å):
Y1 0.863 -1.428 -0.504  0.946
S1 4.193 -4.649 0.001  -0.258
Sb1 3.996 -2.382 -0.145  -0.022
S2 2.519 -1.551 1.518  0.050
S3 2.752 -1.918 -2.310  0.502
S4 5.976 -1.261 -0.166  -0.235
O1 -0.062 0.186 0.958  -0.379
P1 -0.885 0.841 1.994  0.820
C1 -0.053 2.423 2.392  -0.236
C2 -0.695 3.613 2.712  -0.087
C3 0.043 4.750 3.014  -0.101
C4 1.429 4.700 2.998  -0.100
C5 2.075 3.512 2.686  -0.073
C6 1.340 2.377 2.385  -0.056
C7 -0.889 0.081 3.626  -0.258
C8 0.081 -0.875 3.895  -0.072
C9 0.183 -1.407 5.170  -0.063
C10 -0.679 -0.990 6.173  -0.099
C11 -1.640 -0.025 5.904  -0.095
C12 -1.742 0.517 4.634  -0.083
C13 -2.536 1.336 1.454  -0.257
C14 -2.563 2.230 0.385  -0.073
C15 -3.772 2.683 -0.113  -0.105
C16 -4.961 2.241 0.448  -0.109
C17 -4.938 1.329 1.492  -0.070
C18 -3.728 0.870 1.991  -0.084
H1 -1.776 3.663 2.719  0.100
H2 -0.466 5.675 3.254  0.092
H3 2.006 5.592 3.212  0.094
H4 3.155 3.466 2.658  0.105
H5 1.850 1.458 2.107  0.091
H6 0.749 -1.204 3.108  -0.003
H7 0.938 -2.152 5.372  0.107
H8 -0.599 -1.411 7.167  0.093
H9 -2.308 0.310 6.687  0.093
H10 -2.473 1.289 4.436  0.101
H11 -1.632 2.561 -0.058  0.122
H12 -3.785 3.376 -0.942  0.099
H13 -5.907 2.593 0.057  0.090
H14 -5.865 0.961 1.911  0.099
H15 -3.704 0.122 2.768  0.093
C19 -6.393 0.653 -2.595  -0.054
C20 -5.084 -0.058 -2.798  -0.279
C21 -5.034 -1.427 -3.020  -0.050
C22 -3.820 -2.078 -3.205  -0.050
C23 -2.644 -1.353 -3.173  -0.254
C24 -2.675 0.016 -2.947  -0.038
C25 -3.887 0.654 -2.766  -0.046
S5 -1.066 -2.175 -3.267  0.490
O2 -0.235 -1.361 -4.126  -0.317
O3 -1.326 -3.528 -3.697  -0.311
O4 -0.633 -2.101 -1.845  -0.433
H16 -7.198 -0.055 -2.398  0.070
H17 -6.669 1.233 -3.479  0.077
H18 -6.333 1.343 -1.753  0.046
H19 -5.956 -1.997 -3.034  0.102
H20 -3.767 -3.143 -3.367  0.106
H21 -1.744 0.564 -2.900  0.120
H22 -3.909 1.722 -2.576  0.093
C26 0.438 -6.014 1.208  -0.015
N1 -0.391 -4.840 1.404  -0.044
C27 -1.476 -4.810 2.224  -0.069
C28 -2.207 -3.693 2.388  0.008
C29 -1.800 -2.469 1.699  -0.469
O5 -2.428 -1.408 1.852  -0.044
N2 -0.712 -2.541 0.898  0.092
C30 -0.048 -3.695 0.703  -0.538
O6 0.904 -3.754 -0.092  -0.134
H23 0.259 -6.703 2.033  0.081
H24 1.487 -5.711 1.175  0.063
H25 0.202 -6.499 0.259  0.097
H26 -1.705 -5.740 2.733  0.117
H27 -3.068 -3.674 3.035  0.095
C31 7.296 2.721 -3.377  -0.069
C32 5.942 2.113 -3.140  -0.282
C33 5.372 2.110 -1.881  -0.033
C34 4.168 1.468 -1.608  -0.222
C35 3.606 1.583 -0.218  -0.081
C36 3.515 0.794 -2.636  -0.155
C37 2.262 0.000 -2.410  -0.632
O7 1.459 0.313 -1.375  -0.370
C38 4.043 0.839 -3.941  -0.211
C39 3.362 0.182 -5.117  -0.053
C40 5.246 1.492 -4.170  -0.029
H28 7.475 3.563 -2.708  0.066
H29 7.401 3.069 -4.405  0.064
H30 8.081 1.984 -3.194  0.077
H31 5.897 2.581 -1.059  0.111
H32 4.405 1.847 0.476  0.074
H33 3.139 0.660 0.137  -0.009
H34 2.837 2.358 -0.192  0.084
H35 1.705 -0.077 -3.348  0.060
H36 3.333 -0.902 -5.012  0.069
H37 3.901 0.423 -6.035  0.065
H38 2.329 0.514 -5.234  0.080
H39 5.653 1.504 -5.175  0.101

Result set for ΔE to the lowest compared entry with this formula, charge and spin: 2.849 0.000 0.558 eV, one per record in the order listed.